1.
{
  "formula": "C14H25InN5O6",
  "method": "ωB97M-V/def2-TZVPD",
  "elements": ["O", "H", "In", "N", "N", "N", "N", "O", "O", "O", "O", "C", "C", "C", "C", "C", "H", "H", "H", "C", "H", "H", "H", "C", "C", "H", "H", "H", "H", "H", "H", "H", "H", "C", "H", "H", "H", "O", "H", "H", "C", "C", "C", "N", "C", "C", "H", "H", "H", "H", "H"],
  "coordinates": [[-0.9347, -0.2346, -3.9526], [-0.0966, 0.0383, -4.3572], [-0.2230, 0.1326, -0.5192], [-0.3453, 1.9540, 0.7864], [1.1077, 1.7169, -1.3895], [-1.6177, -0.7574, 0.9591], [-1.0661, -1.7072, -1.4065], [-1.1656, 2.1119, 1.8089], [-1.8966, -0.2727, 2.1872], [-0.6621, -2.3009, -2.5698], [1.5126, 1.7346, -2.6100], [1.4558, 2.7077, -0.5231], [0.6766, 2.8346, 0.6578], [-1.9731, -2.0197, 0.7439], [-1.6563, -2.5427, -0.5474], [0.9050, 3.8303, 1.7352], [1.1712, 3.3365, 2.6805], [0.0007, 4.4311, 1.8990], [1.7263, 4.4893, 1.4304], [2.5588, 3.6070, -0.9547], [2.4022, 3.8726, -2.0065], [3.5209, 3.0830, -0.8855], [2.6175, 4.5093, -0.3480], [-2.6083, -2.8238, 1.8103], [-1.8206, -3.9747, -0.9035], [-3.0971, -2.1838, 2.5487], [-1.8513, -3.4362, 2.3210], [-3.3441, -3.4965, 1.3613], [-1.1049, -4.2557, -1.6813], [-2.8301, -4.2008, -1.2846], [-1.6758, -4.6134, -0.0243], [-1.6223, 0.7330, 2.0660], [-0.7280, -1.5154, -3.2290], [-1.4857, 0.8902, -3.2340], [-0.7137, 1.5714, -2.8846], [-2.1239, 0.5856, -2.3827], [-2.1043, 1.4147, -3.9850], [-3.3093, 2.3044, -0.1813], [-3.9824, 1.6136, -0.0878], [-2.6985, 2.2076, 0.6119], [3.5499, -1.9047, 2.0779], [2.8237, -0.8550, 2.6539], [1.7641, -0.3019, 1.9449], [1.4603, -0.7238, 0.7020], [2.1432, -1.7316, 0.1300], [3.1930, -2.3546, 0.7985], [4.3843, -2.3603, 2.6113], [3.0602, -0.4502, 3.6330], [1.1543, 0.5040, 2.3655], [1.8381, -2.0328, -0.8760], [3.7113, -3.1639, 0.2993]],
  "atomic_forces_ev_per_a": [[0.44, 0.09, 0.41], [-0.15, 0.14, 0.08], [0.88, 2.07, 0.43], [1.80, 1.43, -0.62], [-0.02, 0.73, 0.21], [-1.23, -2.73, 0.50], [-0.86, -2.07, 1.39], [-0.47, -0.79, 0.49], [0.35, 0.03, -0.98], [-0.10, 0.75, -0.09], [0.11, -0.48, 0.55], [0.06, -1.49, -1.78], [-2.15, -2.08, 0.85], [0.27, 3.06, 1.90], [1.87, 0.97, -2.87], [0.26, 0.53, -0.27], [-0.19, 0.09, -0.21], [0.22, -0.21, 0.06], [-0.27, -0.10, 0.34], [0.01, 0.24, -0.10], [0.11, 0.00, 0.22], [-0.14, 0.07, -0.10], [-0.01, -0.07, -0.12], [-0.37, -0.38, 0.02], [-0.18, -0.56, 0.02], [0.15, -0.13, -0.19], [-0.16, 0.12, -0.06], [0.07, -0.01, 0.19], [-0.23, 0.07, 0.23], [0.24, 0.24, 0.08], [-0.03, 0.22, -0.12], [-0.02, 0.65, 0.54], [0.10, -0.44, 0.16], [-0.71, 0.60, -0.90], [0.16, -0.05, -0.17], [0.11, -0.22, -0.62], [0.02, 0.04, 0.79], [0.91, -0.75, 0.83], [0.17, 0.35, 0.13], [-0.94, 0.32, -0.90], [-0.30, 0.19, -0.29], [-0.05, -0.17, -0.32], [0.21, -0.08, -0.18], [-0.33, -0.26, -0.16], [0.41, 0.01, 0.62], [-0.19, 0.27, 0.08], [-0.24, 0.12, -0.15], [0.01, -0.19, -0.13], [0.18, -0.28, -0.24], [0.15, 0.07, 0.30], [0.06, 0.06, 0.16]],
  "charge": 1,
  "homo_ev": [-10.128, -10.275],
  "e_tot_ev": -39820.7100,
  "gap_ev": [5.55, 5.69]
}

---

2.
{
  "formula": "C14H25InN5S2",
  "method": "ωB97M-V/def2-TZVPD",
  "elements": ["In", "S", "S", "C", "C", "C", "N", "C", "C", "H", "H", "H", "H", "H", "H", "H", "H", "C", "H", "H", "H", "H", "H", "H", "H", "C", "C", "H", "H", "H", "H", "N", "C", "C", "N", "C", "C", "N", "C", "C", "N", "H", "H", "H", "H", "H", "H"],
  "coordinates": [[0.1493, 1.0609, -0.1017], [-1.1115, -0.3979, -1.8736], [1.9864, -0.2624, 1.3654], [-0.9128, -2.1765, -1.4848], [0.0873, -0.2620, -3.2620], [1.5028, -0.7056, -2.9472], [2.0722, 0.0270, -1.7902], [3.1714, -0.7250, -1.1395], [3.4600, -0.2008, 0.2498], [0.0407, 0.7861, -3.5943], [-0.3393, -0.8971, -4.0520], [2.1128, -0.5521, -3.8550], [1.5031, -1.7835, -2.7295], [4.0999, -0.6688, -1.7309], [2.8917, -1.7844, -1.0876], [3.8217, 0.8349, 0.2391], [4.2055, -0.8305, 0.7511], [1.7573, -2.0678, 1.2622], [2.4513, 0.9156, -2.1199], [1.2148, -2.3720, 0.3556], [1.1794, -2.3678, 2.1419], [2.7404, -2.5578, 1.2978], [-1.7140, -2.4610, -0.7919], [0.0551, -2.3493, -1.0174], [-1.0017, -2.7492, -2.4082], [1.2007, 2.8846, -0.8326], [0.6341, 3.6747, 0.1833], [0.8068, 2.9593, -1.8534], [2.2491, 2.5742, -0.7990], [-0.0324, 4.4998, -0.0834], [1.0137, 3.6776, 1.2096], [-3.9097, 2.2611, 1.0629], [-3.9249, 3.3258, 0.1768], [-2.6946, 3.3387, -0.4253], [-1.9556, 2.2557, 0.0300], [-2.7058, 1.6312, 0.9465], [-2.4044, 0.3479, 1.5354], [-1.2959, -0.3876, 1.3461], [-1.5646, -1.6495, 1.8485], [-2.8562, -1.6874, 2.3095], [-3.3680, -0.4159, 2.1269], [-4.6727, 1.9939, 1.6839], [-4.7820, 3.9589, 0.0672], [-2.2944, 4.0237, -1.1672], [-0.8104, -2.4152, 1.8559], [-3.4499, -2.4927, 2.6923], [-4.2929, -0.0705, 2.3562]],
  "atomic_forces_ev_per_a": [[-0.97, -2.86, 0.12], [0.55, -0.12, -0.37], [0.66, 0.12, -0.49], [-0.10, 0.30, 0.45], [-0.57, 0.07, -0.22], [0.15, 0.02, 0.03], [-0.13, -0.09, -0.03], [-0.02, 0.00, -0.21], [-0.17, 0.26, 0.42], [-0.05, -0.30, 0.02], [0.18, 0.32, 0.08], [-0.20, -0.14, 0.30], [0.14, 0.36, -0.02], [-0.24, -0.04, 0.15], [0.04, 0.28, -0.10], [-0.02, -0.21, 0.11], [-0.04, 0.29, -0.11], [-0.70, -0.23, 0.05], [0.03, -0.32, -0.15], [0.39, 0.15, 0.48], [0.30, 0.05, -0.15], [-0.25, 0.33, 0.05], [0.21, 0.12, -0.27], [-0.21, -0.08, -0.21], [-0.05, 0.14, -0.02], [-0.17, 2.17, 0.66], [1.86, 0.02, -1.58], [0.07, 0.33, 0.28], [-0.36, -0.29, 0.63], [-0.64, -0.79, 0.26], [0.08, -0.04, -0.28], [0.62, -0.10, -0.39], [0.73, -0.42, 0.36], [-0.07, -0.23, -0.04], [0.23, -0.84, 1.11], [-0.77, 0.99, -0.65], [-0.25, -1.73, 0.31], [-0.64, 1.65, -0.12], [-0.42, 0.54, -0.01], [0.26, 0.69, -0.21], [0.90, 0.09, -0.41], [0.25, 0.33, -0.33], [-0.13, 0.20, 0.00], [-0.29, -0.19, 0.18], [-0.26, -0.11, -0.01], [-0.05, -0.12, 0.28], [0.10, -0.56, 0.10]],
  "charge": 3,
  "homo_ev": -17.742,
  "e_tot_ev": -49191.4863,
  "gap_ev": 6.54
}

---

3.
{
  "formula": "C14H25N3O3",
  "method": "ωB97M-V/def2-TZVPD",
  "elements": ["C", "C", "O", "C", "C", "C", "C", "C", "N", "O", "C", "N", "C", "O", "C", "N", "C", "C", "C", "C", "H", "H", "H", "H", "H", "H", "H", "H", "H", "H", "H", "H", "H", "H", "H", "H", "H", "H", "H", "H", "H", "H", "H", "H", "H"],
  "coordinates": [[-1.9571, -3.2970, 0.0232], [-2.1691, -2.3885, -1.1877], [-1.1573, -1.3960, -1.1977], [-1.0447, -0.6455, -2.4767], [-0.4976, 0.7607, -2.1665], [-1.4347, 1.6180, -1.3437], [-2.4630, 2.5291, -1.8746], [-2.6056, 2.8533, -3.3492], [-3.1237, 3.0839, -0.8920], [-2.5678, 2.5642, 0.3115], [-1.5176, 1.7471, 0.0153], [-0.6006, 1.0792, 0.8501], [-0.3177, 1.3635, 2.1689], [-0.8669, 2.3010, 2.7344], [0.7734, 0.5306, 2.8573], [1.8878, 0.0814, 1.9610], [2.7451, 1.1409, 1.3806], [4.1990, 0.7092, 1.0857], [1.7576, -1.2491, 1.3195], [2.1098, -2.4667, 2.2036], [-2.7713, -4.0439, 0.0867], [-0.9890, -3.8006, -0.0265], [-2.0387, -2.7550, 0.9930], [-2.1071, -2.9988, -2.0816], [-3.1305, -1.8678, -1.1202], [-2.0087, -0.5394, -2.9381], [-0.4018, -1.1633, -3.1932], [-0.3160, 1.3085, -3.1193], [0.4809, 0.6281, -1.6462], [-3.2935, 3.7272, -3.4595], [-1.6422, 3.1354, -3.7703], [-2.9863, 1.9998, -3.9072], [0.0300, 0.3985, 0.4449], [1.1707, 1.1237, 3.6988], [0.2878, -0.3417, 3.2886], [2.2411, 1.5150, 0.4909], [2.8648, 1.9534, 2.1051], [4.8570, 1.6109, 0.9523], [4.2133, 0.0509, 0.1948], [4.5743, 0.1633, 1.9465], [0.7754, -1.3626, 0.9309], [2.4322, -1.3003, 0.4854], [3.1567, -2.4759, 2.4528], [1.5376, -2.5078, 3.1236], [1.9139, -3.3768, 1.6449]],
  "atomic_forces_ev_per_a": [[-0.68, 0.23, 0.64], [0.19, 0.14, 0.78], [0.72, 1.06, -1.58], [0.19, -0.09, 1.60], [0.19, 0.14, 0.22], [-0.57, 0.52, -0.64], [1.50, -1.11, 0.83], [-0.95, 0.89, 0.89], [0.49, -0.52, -0.14], [0.98, -0.29, 0.39], [0.00, -0.30, -2.00], [-0.56, 0.24, 1.05], [-0.55, 1.95, 0.49], [0.37, -1.07, -0.18], [1.17, -0.26, -1.24], [-0.21, -0.11, 1.17], [-0.01, -0.68, 0.44], [-0.43, 0.21, -0.49], [0.89, 0.63, 1.19], [-0.37, 0.53, -0.32], [0.46, 0.17, -0.30], [-0.13, 0.02, 0.00], [0.28, -0.06, -0.73], [-0.16, -0.08, -0.41], [-0.16, -0.29, -0.18], [-0.77, -0.09, -0.10], [0.14, -0.20, 0.25], [0.11, -0.56, 0.49], [-0.51, 0.24, -0.42], [0.46, -0.80, -0.04], [0.08, -0.02, 0.08], [-0.09, 0.01, 0.00], [-0.57, 0.09, -0.48], [-0.24, -0.09, -0.47], [0.02, -0.21, 0.02], [0.26, 0.51, -0.35], [-0.64, -0.08, 0.01], [-0.70, -0.89, -0.17], [0.39, 0.42, 0.43], [0.09, -0.15, 0.05], [-1.11, -0.36, -0.46], [0.29, 0.24, -0.57], [0.46, 0.17, 0.18], [-0.16, 0.08, 0.16], [-0.15, -0.17, -0.12]],
  "homo_ev": -8.346,
  "e_tot_ev": -25534.1501,
  "smiles": "CCOCCc1c(C)noc1NC(=O)CN(CC)CC",
  "relative_energy_kj_mol": 406.1,
  "gap_ev": 9.01
}

---

4.
{
  "formula": "C14H25N4O5",
  "method": "ωB97M-V/def2-TZVPD",
  "elements": ["C", "N", "C", "O", "C", "C", "C", "C", "C", "N", "N", "C", "O", "C", "C", "C", "C", "O", "O", "N", "C", "C", "O", "H", "H", "H", "H", "H", "H", "H", "H", "H", "H", "H", "H", "H", "H", "H", "H", "H", "H", "H", "H", "H", "H", "H", "H", "H"],
  "coordinates": [[2.4966, -0.5385, 2.4142], [1.6450, 0.4564, 1.6628], [0.5823, 0.9735, 2.3046], [0.8227, 1.5010, 3.4127], [-0.6963, 1.3513, 1.4988], [-0.5542, 2.8587, 1.0188], [-1.8529, 3.3424, 0.2448], [-1.9582, 3.0528, -1.2824], [-0.9724, 3.9629, -2.0543], [-0.5674, 3.3473, -3.2622], [-0.8739, 0.5324, 0.2787], [-1.3148, -0.6601, 0.0379], [-1.7371, -1.3906, 0.9122], [-1.2218, -1.2316, -1.4107], [0.1071, -1.9931, -1.7669], [0.9613, -1.0839, -2.7474], [1.3316, 0.2427, -2.0691], [0.5069, 1.1434, -2.2265], [2.1637, 0.4174, -1.1470], [-2.2348, -2.1986, -1.5479], [-2.8545, -2.3254, -2.6859], [-3.9772, -3.3170, -2.9069], [-2.6162, -1.6091, -3.6619], [3.5595, -0.2703, 2.3024], [2.2861, -1.6288, 2.1299], [2.1401, -0.4423, 3.4582], [1.5790, 0.3321, 0.6766], [-1.5027, 1.3294, 2.2215], [-0.2952, 3.4671, 1.9214], [0.3337, 2.7295, 0.2416], [-2.7006, 2.9451, 0.7132], [-1.8369, 4.4218, 0.3721], [-1.7746, 2.0866, -1.4509], [-2.9420, 3.2261, -1.6688], [-1.4573, 4.9337, -2.1208], [-0.0513, 4.0100, -1.4725], [0.2783, 3.8857, -3.5306], [-0.2162, 2.4056, -3.0311], [-0.3461, 0.8710, -0.5276], [-1.2703, -0.3479, -2.1189], [-0.1262, -2.8379, -2.3265], [0.5860, -2.2466, -0.8266], [0.4135, -1.0380, -3.6673], [1.8012, -1.8806, -2.8103], [-2.4998, -2.8393, -0.7738], [-3.5882, -4.2884, -2.7050], [-4.8785, -3.1519, -2.4197], [-4.2917, -3.3776, -3.9714]],
  "atomic_forces_ev_per_a": [[-1.09, 0.22, -0.14], [0.32, -2.52, 0.50], [1.45, 3.08, 0.96], [-1.96, -1.17, -0.40], [0.78, 0.12, -0.18], [0.86, -1.90, -1.83], [1.96, 0.46, -0.54], [0.67, 3.90, 1.38], [-0.25, -1.32, 1.94], [0.68, 0.67, -2.23], [1.47, 3.07, -0.54], [-0.09, -2.70, 0.14], [-0.97, -1.09, 1.01], [1.71, 1.34, 0.14], [-0.11, 4.07, 0.72], [2.37, -3.24, 2.06], [0.30, -0.27, 1.95], [-2.30, 1.13, -1.46], [1.28, -2.02, -0.46], [-1.77, -1.45, 1.98], [-2.05, 0.89, -3.47], [1.16, -0.77, -1.55], [0.61, 0.12, 0.09], [-0.46, -0.34, 0.16], [0.37, 1.60, -0.10], [0.70, 0.04, -0.44], [0.11, -0.42, -1.08], [-0.46, -0.57, -0.18], [-0.13, -0.40, -1.04], [-1.45, 1.03, 1.66], [-1.36, -0.50, 1.01], [-0.38, 0.27, 0.04], [0.97, -3.74, -0.82], [-0.85, 0.28, 0.07], [0.24, 0.35, -0.42], [-0.15, 0.71, 0.86], [-0.69, -0.74, -0.34], [-0.19, 0.57, -0.26], [-0.06, 0.71, -0.03], [-0.65, -1.34, 0.53], [-0.57, -1.59, -0.71], [0.59, -0.13, -0.10], [-0.14, 0.49, -0.43], [-0.43, 1.95, -0.65], [0.62, 1.20, -0.53], [-0.01, -1.07, 0.58], [-1.40, 0.43, 1.61], [0.74, 0.53, 0.52]],
  "charge": -1,
  "homo_ev": -5.482,
  "e_tot_ev": -31123.0380,
  "smiles": "CNC(=O)[C@@H](CCCCN)NC(=O)[C@@H](CCC(=O)[O-])NC(C)=O",
  "relative_energy_kj_mol": 273.1,
  "gap_ev": 8.44
}